[1]
Density functional theory data (ωB97M-V/def2-TZVPD) for an isolated molecule of C5H8O2.

Properties
2S+1   1
HOMO   -7.2 eV

Geometry (Å):
O (-1.635, 0.610, 1.650)
C (-0.590, -0.029, 0.961)
C (-1.032, -0.915, -0.196)
C (0.920, -0.817, -1.005)
C (1.628, 0.286, -0.227)
C (0.251, 0.855, 0.030)
O (-0.276, 0.278, -1.231)
H (-2.153, 1.128, 1.018)
H (-0.007, -0.557, 1.716)
H (-0.906, -1.986, -0.117)
H (-2.039, -0.676, -0.568)
H (1.322, -1.024, -2.003)
H (2.213, 0.001, 0.652)
H (2.209, 0.977, -0.856)
H (0.092, 1.933, 0.125)

Forces on atoms 1 to 2 (eV/Å):
O -0.1968 0.1741 -0.1191
C 0.2704 -0.2449 -0.0830

[2]
Density functional theory data (ωB97M-V/def2-TZVPD) for an isolated molecule of C21H17N3O5S in a non-equilibrium geometry.

Properties
2S+1   1
Structure (SMILES)   O=C(CNS(=O)(=O)c1ccc2ccccc2c1)OCc1nnc(-c2ccccc2)o1
HOMO   -8.6 eV

Geometry (Å):
O (1.577, 2.760, 1.806)
C (2.192, 1.855, 1.316)
C (3.154, 1.991, 0.151)
N (3.836, 0.793, -0.241)
S (3.170, -0.131, -1.464)
O (4.164, -1.105, -1.797)
O (2.718, 0.797, -2.459)
C (1.748, -0.990, -0.798)
C (1.932, -1.879, 0.267)
C (0.856, -2.558, 0.767)
C (-0.427, -2.401, 0.194)
C (-1.554, -3.089, 0.689)
C (-2.777, -2.939, 0.097)
C (-2.929, -2.104, -1.019)
C (-1.862, -1.407, -1.513)
C (-0.591, -1.527, -0.915)
C (0.531, -0.808, -1.382)
O (2.139, 0.586, 1.762)
C (1.213, 0.324, 2.806)
C (-0.173, 0.199, 2.276)
N (-1.146, -0.489, 2.775)
N (-2.226, -0.251, 2.012)
C (-1.862, 0.571, 1.073)
C (-2.680, 1.124, 0.021)
C (-4.040, 0.816, -0.022)
C (-4.824, 1.332, -1.034)
C (-4.263, 2.152, -2.002)
C (-2.914, 2.464, -1.956)
C (-2.118, 1.954, -0.947)
O (-0.549, 0.893, 1.187)
H (2.599, 2.326, -0.732)
H (3.876, 2.778, 0.404)
H (4.242, 0.250, 0.503)
H (2.925, -2.014, 0.668)
H (0.968, -3.235, 1.601)
H (-1.432, -3.732, 1.548)
H (-3.635, -3.466, 0.485)
H (-3.900, -2.006, -1.482)
H (-1.974, -0.754, -2.366)
H (0.439, -0.122, -2.210)
H (1.241, 1.146, 3.535)
H (1.512, -0.610, 3.281)
H (-4.448, 0.175, 0.742)
H (-5.877, 1.096, -1.072)
H (-4.880, 2.552, -2.793)
H (-2.480, 3.105, -2.708)
H (-1.066, 2.191, -0.902)

Forces on atoms 1 to 2 (eV/Å):
O 0.0829 0.0072 -0.1146
C 0.0396 0.2606 0.1072

[3]
Density functional theory data (ωB97M-V/def2-TZVPD) for a structure of composition C23H18CrF3N3SSi in a non-equilibrium geometry.

Properties
2S+1   5
HOMO (spin up / spin down)   -7.2 / -7.2 eV

Geometry (Å):
Cr (0.281, 0.686, 0.947)
N (4.107, -0.611, 1.811)
C (4.525, -0.205, 0.521)
C (5.777, -0.117, -0.050)
C (5.854, 0.473, -1.312)
C (4.697, 0.799, -2.060)
C (3.427, 0.467, -1.554)
C (3.337, 0.053, -0.191)
N (2.250, -0.106, 0.696)
C (2.784, -0.458, 1.870)
C (1.944, -0.505, 3.092)
C (2.296, -0.787, 4.381)
S (0.989, -0.655, 5.469)
C (-0.015, -0.111, 4.119)
N (0.545, -0.177, 2.914)
H (4.614, -1.082, 2.551)
H (6.691, -0.462, 0.447)
H (6.861, 0.702, -1.722)
H (4.818, 1.253, -3.046)
H (2.574, 0.560, -2.183)
H (3.265, -1.154, 4.708)
H (-1.029, 0.266, 4.271)
F (1.982, 2.995, -0.008)
C (0.713, 2.554, -0.050)
F (-0.014, 3.598, 0.487)
F (0.453, 2.578, -1.389)
C (-3.668, 2.273, -3.623)
C (-4.454, 2.210, -2.480)
C (-3.977, 1.600, -1.301)
C (-2.705, 1.093, -1.258)
C (-1.951, 1.147, -2.430)
C (-2.365, 1.772, -3.583)
Si (-1.928, 0.386, 0.315)
C (-2.468, -1.391, 0.431)
C (-1.726, -2.302, -0.324)
C (-2.205, -3.577, -0.560)
C (-3.435, -3.930, 0.020)
C (-4.114, -3.050, 0.887)
C (-3.606, -1.758, 1.111)
H (-4.121, 2.664, -4.514)
H (-5.400, 2.726, -2.429)
H (-4.618, 1.470, -0.433)
H (-0.924, 0.717, -2.357)
H (-1.753, 1.728, -4.484)
H (-2.713, 1.112, 1.396)
H (-0.840, -1.875, -0.826)
H (-1.641, -4.205, -1.228)
H (-3.903, -4.896, -0.198)
H (-5.049, -3.381, 1.373)
H (-4.163, -1.089, 1.776)

Forces on atoms 1 to 2 (eV/Å):
Cr 1.5905 0.9577 -0.3076
N 0.7873 0.0373 0.0080

[4]
Density functional theory data (ωB97M-V/def2-TZVPD) for a structure of composition C30H31BrF4GeN4OPd.

Properties
2S+1   3
HOMO (spin up / spin down)   -7.5 / -8.1 eV

Geometry (Å):
Pd (-0.060, 0.861, -0.255)
C (1.507, -6.092, -1.728)
C (2.048, -5.272, -2.911)
C (1.246, -5.608, -4.179)
C (3.509, -5.656, -3.145)
C (1.876, -3.796, -2.597)
C (0.575, -3.296, -2.377)
C (0.385, -1.984, -2.086)
Br (-1.370, -1.345, -1.850)
C (1.490, -1.044, -2.005)
O (1.308, 0.173, -1.770)
C (2.832, -1.572, -2.221)
C (2.964, -2.909, -2.509)
C (4.025, -0.630, -2.137)
C (3.924, 0.375, -3.299)
C (4.048, 0.111, -0.784)
C (5.350, -1.384, -2.278)
H (1.623, -7.156, -1.941)
H (0.449, -5.901, -1.547)
H (2.054, -5.864, -0.812)
H (1.360, -6.668, -4.410)
H (1.605, -5.031, -5.033)
H (0.181, -5.407, -4.056)
H (3.564, -6.720, -3.373)
H (4.123, -5.476, -2.261)
H (3.942, -5.114, -3.988)
H (-0.281, -3.953, -2.436)
H (3.953, -3.308, -2.661)
H (2.988, 0.929, -3.265)
H (3.987, -0.142, -4.259)
H (4.747, 1.090, -3.240)
H (3.279, 0.876, -0.724)
H (5.020, 0.590, -0.658)
H (3.904, -0.583, 0.047)
H (5.461, -1.841, -3.263)
H (5.463, -2.157, -1.515)
H (6.170, -0.676, -2.159)
F (-3.561, -1.488, 4.551)
C (-3.378, -0.260, 4.064)
C (-4.115, 0.757, 4.602)
F (-4.975, 0.453, 5.569)
C (-3.979, 2.110, 4.198)
C (-3.022, 2.306, 3.177)
C (-2.293, 1.280, 2.650)
F (-1.466, 1.616, 1.622)
C (-2.407, -0.063, 3.058)
C (-1.635, -1.130, 2.503)
C (-0.435, -0.871, 1.846)
N (0.570, -0.631, 1.306)
C (-2.030, -2.496, 2.541)
N (-2.313, -3.613, 2.507)
F (-2.830, 3.523, 2.668)
C (-4.731, 3.166, 4.762)
C (-5.722, 2.977, 5.763)
N (-6.532, 2.898, 6.578)
C (-4.565, 4.526, 4.379)
N (-4.462, 5.644, 4.120)
C (-0.498, 5.495, -0.949)
Ge (0.525, 3.832, -0.944)
C (1.992, 3.870, -2.233)
C (1.247, 3.511, 0.856)
C (-0.672, 2.335, -1.406)
H (0.146, 6.336, -0.690)
H (-1.307, 5.445, -0.220)
H (-0.928, 5.680, -1.934)
H (2.818, 4.484, -1.871)
H (1.660, 4.267, -3.192)
H (2.359, 2.855, -2.385)
H (1.866, 4.357, 1.156)
H (1.870, 2.614, 0.887)
H (0.446, 3.405, 1.589)
H (-0.637, 2.054, -2.460)
H (-1.715, 2.495, -1.110)

Forces on atoms 1 to 2 (eV/Å):
Pd -0.0159 0.0116 -0.0955
C -0.0027 0.0020 0.0047

[5]
Density functional theory data (ωB97M-V/def2-TZVPD) for a structure of composition C33H41GeN4OS3ScSe in a non-equilibrium geometry.

Properties
2S+1   1
HOMO   -5.5 eV

Geometry (Å):
Sc (-20.586, 10.212, -1.698)
C (-18.165, 10.505, 2.206)
C (-19.193, 10.816, 1.178)
N (-19.123, 10.115, 0.011)
N (-18.357, 8.990, 0.115)
C (-18.001, 8.337, -1.003)
S (-18.391, 8.860, -2.597)
S (-17.267, 6.759, -0.764)
C (-16.329, 7.088, 0.740)
C (-17.027, 6.918, 2.035)
C (-18.171, 6.179, 2.182)
C (-18.680, 5.929, 3.459)
C (-18.236, 6.589, 4.606)
C (-17.147, 7.474, 4.451)
C (-16.534, 7.550, 3.210)
C (-20.079, 11.947, 1.404)
C (-19.814, 12.745, 2.545)
C (-20.483, 13.928, 2.733)
C (-21.530, 14.348, 1.911)
C (-21.874, 13.496, 0.872)
C (-21.141, 12.356, 0.514)
O (-21.386, 11.711, -0.609)
H (-17.577, 9.640, 1.797)
H (-18.506, 10.238, 3.252)
H (-17.442, 11.313, 2.174)
H (-15.835, 8.081, 0.666)
H (-15.441, 6.394, 0.813)
H (-18.744, 5.702, 1.332)
H (-19.460, 5.167, 3.586)
H (-18.685, 6.369, 5.595)
H (-16.784, 8.061, 5.267)
H (-15.572, 8.141, 3.080)
H (-19.120, 12.356, 3.252)
H (-20.045, 14.585, 3.533)
H (-22.032, 15.295, 2.039)
H (-22.701, 13.695, 0.182)
C (-24.104, 7.859, -2.618)
N (-24.053, 8.466, -1.258)
C (-25.152, 9.174, -0.638)
C (-24.742, 9.331, 0.806)
N (-23.322, 9.019, 0.768)
C (-22.978, 8.499, -0.446)
S (-21.485, 7.891, -0.830)
H (-25.172, 7.614, -2.772)
H (-23.401, 7.042, -2.643)
H (-23.773, 8.609, -3.335)
H (-26.113, 8.612, -0.764)
H (-25.363, 10.151, -1.102)
H (-25.291, 8.624, 1.456)
H (-25.020, 10.341, 1.221)
H (-22.684, 9.065, 1.569)
C (-21.267, 10.524, -3.690)
C (-21.716, 10.538, -4.910)
C (-21.397, 9.651, -6.047)
C (-21.253, 8.290, -5.822)
C (-21.220, 7.391, -6.883)
C (-21.067, 7.974, -8.178)
C (-21.182, 9.372, -8.411)
C (-21.321, 10.214, -7.314)
H (-21.087, 7.932, -4.782)
H (-21.161, 6.312, -6.708)
H (-20.886, 7.271, -8.998)
H (-21.144, 9.864, -9.394)
H (-21.464, 11.301, -7.507)
C (-25.997, 14.077, -7.856)
Ge (-25.437, 13.360, -6.090)
C (-25.030, 14.975, -4.939)
C (-27.001, 12.329, -5.378)
C (-23.874, 12.243, -6.372)
Se (-23.118, 11.889, -4.608)
C (-21.844, 13.300, -4.279)
H (-26.722, 14.921, -7.707)
H (-26.473, 13.275, -8.394)
H (-25.068, 14.305, -8.356)
H (-25.752, 15.041, -4.071)
H (-25.156, 15.867, -5.558)
H (-24.029, 14.986, -4.481)
H (-27.724, 13.086, -5.055)
H (-26.698, 11.560, -4.613)
H (-27.432, 11.674, -6.181)
H (-23.064, 12.542, -7.066)
H (-24.169, 11.247, -6.665)
H (-20.836, 12.909, -4.357)
H (-22.114, 13.631, -3.235)
H (-21.926, 14.174, -4.982)

Forces on atoms 1 to 2 (eV/Å):
Sc 0.5035 -0.3237 -0.9280
C 0.9747 -1.6848 0.3754

[6]
Density functional theory data (ωB97M-V/def2-TZVPD) for a cluster of 2 separate species, C5H10O2 in total.

Properties
2S+1   1
Structure (SMILES)   O=CCCO.C=C
HOMO   -10.0 eV

Geometry (Å):
O (1.266, 1.041, -1.028)
C (0.475, 0.148, -1.252)
C (0.411, -1.135, -0.474)
C (1.520, -1.268, 0.566)
O (2.796, -1.061, 0.009)
H (-0.260, 0.249, -2.080)
H (-0.577, -1.159, 0.004)
H (0.426, -1.966, -1.191)
H (1.324, -0.575, 1.401)
H (1.516, -2.287, 0.966)
H (2.811, -0.132, -0.266)
C (-2.352, 0.850, 0.717)
C (-1.553, 1.864, 0.398)
H (-2.228, 0.301, 1.648)
H (-3.163, 0.529, 0.067)
H (-0.738, 2.183, 1.044)
H (-1.676, 2.419, -0.529)

Forces on atoms 1 to 2 (eV/Å):
O -0.3738 -0.3780 -0.1514
C 0.2172 0.3063 0.0466

[7]
Density functional theory data (ωB97M-V/def2-TZVPD) for a cluster of 17 separate species, H34O17 in total in a non-equilibrium geometry.

Properties
2S+1   1
HOMO   -10.4 eV

Geometry (Å):
O (-1.756, -2.284, 1.133)
H (-1.063, -2.863, 1.469)
H (-2.022, -1.693, 1.841)
O (3.347, -2.099, 2.378)
H (3.906, -2.859, 2.154)
H (4.064, -1.456, 2.281)
O (-4.362, -1.887, -0.752)
H (-5.245, -2.050, -1.083)
H (-3.972, -2.652, -0.315)
O (0.020, -1.758, 4.114)
H (0.680, -1.787, 3.380)
H (-0.336, -0.863, 4.082)
O (0.365, 2.057, -2.033)
H (-0.449, 2.158, -1.531)
H (0.578, 2.820, -2.572)
O (-4.063, -1.067, 1.892)
H (-3.626, -0.273, 1.575)
H (-5.006, -0.907, 1.942)
O (-0.929, 5.168, 1.726)
H (-1.816, 5.418, 1.420)
H (-0.789, 4.803, 0.817)
O (1.605, -2.972, 0.509)
H (2.450, -3.396, 0.961)
H (1.795, -2.131, 0.948)
O (-0.408, 2.330, 2.965)
H (-0.294, 2.178, 2.026)
H (0.385, 2.775, 3.276)
O (4.091, -3.171, 0.137)
H (3.710, -3.438, -0.738)
H (3.909, -2.212, 0.033)
O (2.100, 0.245, 0.432)
H (1.119, 0.249, 0.332)
H (2.290, -0.156, 1.286)
O (-0.182, -4.998, -2.345)
H (0.170, -4.218, -2.803)
H (0.581, -5.485, -2.015)
O (-2.169, 3.136, -0.700)
H (-3.123, 3.187, -0.821)
H (-1.922, 2.710, 0.124)
O (2.298, 4.123, -3.878)
H (2.451, 3.690, -3.019)
H (2.120, 3.472, -4.564)
O (-0.842, 5.230, -1.395)
H (-0.113, 5.203, -2.030)
H (-1.640, 5.005, -1.874)
O (-0.647, -0.774, -1.547)
H (-1.200, -0.539, -2.293)
H (-0.502, -1.726, -1.538)
O (1.662, -1.639, -2.034)
H (1.538, -1.805, -1.082)
H (1.241, -0.802, -2.273)

Forces on atoms 1 to 2 (eV/Å):
O 0.2941 -0.1611 -0.4753
H -0.0240 0.1682 0.1355

[8]
Density functional theory data (ωB97M-V/def2-TZVPD) for the ion C11H15N2O2 with charge +1 in a non-equilibrium geometry.

Properties
2S+1   1
Structure (SMILES)   C[N@@H+]1C(O)=C(O)N[C@@]1(C)c1ccccc1
HOMO   -12.5 eV
Charge   +1

Geometry (Å):
C (-1.086, 2.431, 1.095)
N (-0.845, 1.320, 0.189)
C (-2.217, 0.601, 0.006)
O (-2.990, 1.102, -0.938)
C (-2.224, -0.496, 0.691)
O (-3.164, -1.418, 0.477)
N (-1.015, -0.896, 1.284)
C (0.015, 0.043, 0.774)
C (0.971, 0.457, 1.850)
C (0.843, -0.484, -0.398)
C (2.023, 0.153, -0.785)
C (2.821, -0.221, -1.862)
C (2.593, -1.439, -2.429)
C (1.495, -2.227, -2.050)
C (0.677, -1.701, -1.066)
H (-1.680, 3.141, 0.568)
H (-1.759, 2.220, 1.934)
H (-0.108, 2.743, 1.434)
H (-0.232, 1.677, -0.562)
H (-3.563, 0.340, -1.248)
H (-3.176, -2.033, 1.238)
H (-1.008, -0.991, 2.301)
H (0.315, 0.754, 2.744)
H (1.614, 1.269, 1.648)
H (1.541, -0.473, 2.173)
H (2.229, 1.135, -0.245)
H (3.787, 0.282, -2.186)
H (3.222, -1.729, -3.291)
H (1.052, -3.183, -2.474)
H (-0.130, -2.378, -0.872)

Forces on atoms 1 to 2 (eV/Å):
C 0.0075 0.3020 1.0807
N -0.8914 -2.5316 1.4924